Here is C4H7NO in the gas phase in a non-equilibrium geometry from OMol25. Energies are from ωB97M-V/def2-TZVPD.

```
! wB97M-V def2-TZVPD RIJCOSX def2/J DEFGRID3
* xyz 0 1
C -0.89 -0.96 -0.07
C 0.04 0.23 0.19
C 1.41 0.03 -0.45
O 0.27 0.41 1.57
C -0.69 1.42 -0.34
N -1.42 2.24 -0.69
H -0.43 -1.88 0.30
H -1.85 -0.80 0.44
H -1.09 -1.06 -1.15
H 2.08 0.85 -0.21
H 1.32 -0.05 -1.54
H 1.83 -0.90 -0.07
H -0.59 0.48 2.01
*
```

Computed properties:
SMILES: CC(C)(O)C#N
Electronic energy in Eh: -286.59599
ΔE to the lowest compared entry with this formula, charge and spin in kcal/mol: 22.37
Maximum force in eV/A: 1.05
Gap between HOMO and LUMO in Ha: 0.444